#A
# C3H6N2

One molecule with the formula C3H6N2 (ωB97M-V/def2-TZVPD, the OMol25 dataset).

Atoms and positions in Å:
C  -0.652  0.381  1.089
N  -1.455  0.648  0.092
N  -0.838  0.341  -1.019
C  0.556  -0.195  -0.803
C  0.684  -0.186  0.759
H  -0.896  0.595  2.160
H  -1.599  -0.198  -1.816
H  0.695  -1.149  -1.322
H  1.230  0.582  -1.341
H  1.506  0.504  1.178
H  0.769  -1.323  1.023

Computed properties:
charge = 0
frontier orbital gap = 8.906 eV
SMILES string = C1=NNCC1
HOMO = -7.8867 eV

Atom charges from the natural (NBO) analysis, given in e for atoms 1 to 4: number 1, C, carries -0.0414; number 2, N, carries -0.1968; number 3, N, carries -0.4417; number 4, C, carries -0.2525



#B
# C3H6N2

One molecule with the formula C3H6N2 (ωB97M-V/def2-TZVPD, the OMol25 dataset).

Atoms and positions in Å:
C  2.365  -0.100  0.067
N  1.112  -0.302  -0.406
N  0.383  0.909  -0.245
C  -0.882  0.740  -0.066
C  -1.687  -0.510  -0.026
H  3.063  -0.936  0.074
H  2.802  0.918  0.485
H  -1.423  1.679  0.057
H  -1.058  -1.362  -0.537
H  -2.766  -0.288  -0.568
H  -1.910  -0.748  1.164

Computed properties:
charge = 0
frontier orbital gap = 10.057 eV
SMILES string = C=N/N=C\C
HOMO = -9.3759 eV

Atom charges from the natural (NBO) analysis, given in e for atoms 1 to 4: number 1, C, carries -0.0772; number 2, N, carries -0.2950; number 3, N, carries -0.3040; number 4, C, carries 0.1069



Stability summary: most stable #A, least stable #B.



#A
# C2H5O2P

C2H5O2P as an isolated structure (ωB97M-V/def2-TZVPD, the OMol25 dataset).

Atoms and positions in Å:
C  -0.243  0.459  -0.812
C  0.127  -0.684  0.086
O  2.958  -0.415  -0.083
O  0.926  1.283  -0.620
P  1.742  0.236  0.386
H  -0.208  0.326  -1.863
H  -1.038  0.980  -0.506
H  -0.560  -0.887  0.829
H  0.296  -1.655  -0.320
H  2.068  0.976  1.405

Computed properties:
charge = 0
frontier orbital gap = 11.416 eV
HOMO = -10.5137 eV

Atom charges from the natural (NBO) analysis, given in e for atoms 1 to 4: number 1, C, carries -0.0683; number 2, C, carries -0.7662; number 3, O, carries -1.0537; number 4, O, carries -0.7850



#B
# C2H5O2P

C2H5O2P as an isolated structure (ωB97M-V/def2-TZVPD, the OMol25 dataset).

Atoms and positions in Å:
C  0.303  -0.528  1.073
C  -0.787  0.643  1.329
O  -1.531  0.141  2.752
O  1.457  0.296  0.777
P  0.547  1.715  0.653
H  0.359  -1.001  2.174
H  0.294  -1.418  0.440
H  -1.729  0.410  0.779
H  -0.870  -0.574  2.309
H  0.132  1.823  -0.653

Computed properties:
charge = 0
frontier orbital gap = 9.848 eV
HOMO = -9.4343 eV

Atom charges from the natural (NBO) analysis, given in e for atoms 1 to 4: number 1, C, carries -0.1290; number 2, C, carries -0.3242; number 3, O, carries -0.6953; number 4, O, carries -0.7526



Stability summary: most stable #A, least stable #B.



#A
# C6H13NO3

C6H13NO3 as an isolated structure (ωB97M-V/def2-TZVPD, the OMol25 dataset).

Atoms and positions in Å:
C  -2.900  0.724  0.370
C  -1.661  0.189  1.079
N  -0.487  0.155  0.222
C  -0.418  -0.891  -0.786
C  1.012  -0.932  -1.327
C  1.977  -0.763  -0.152
O  3.184  -0.195  -0.601
C  1.282  0.160  0.859
O  1.328  -0.008  2.061
H  -3.759  0.715  1.055
H  -2.743  1.759  0.034
H  -3.162  0.113  -0.505
H  -1.427  0.814  1.952
H  -1.843  -0.825  1.466
H  -0.648  -1.851  -0.295
H  -1.139  -0.723  -1.602
H  1.220  -1.866  -1.861
H  1.153  -0.075  -2.002
H  2.146  -1.732  0.345
H  3.818  -0.168  0.123
H  -0.090  1.457  -0.166
O  1.254  1.957  0.222
H  1.905  1.984  -0.492

Computed properties:
charge = 0
frontier orbital gap = 9.733 eV
HOMO = -8.9633 eV

Atom charges from the natural (NBO) analysis, given in e for atoms 1 to 4: number 1, C, carries -0.6135; number 2, C, carries -0.2240; number 3, N, carries -0.5850; number 4, C, carries -0.2233



#B
# C6H13NO3

One molecule with the formula C6H13NO3 (ωB97M-V/def2-TZVPD, the OMol25 dataset).

Atoms and positions in Å:
C  3.569  -1.422  -1.145
N  3.021  -0.147  -0.743
C  3.411  0.383  0.545
C  2.450  -0.067  1.647
C  0.991  0.170  1.210
C  0.587  -0.606  -0.026
O  0.424  -1.805  -0.042
O  0.185  0.148  -1.168
O  2.739  -1.403  1.975
C  2.028  -1.920  3.070
H  3.159  -2.210  -0.500
H  3.265  -1.646  -2.176
H  4.673  -1.454  -1.070
H  2.770  0.539  -1.522
H  3.381  1.480  0.499
H  4.432  0.082  0.849
H  2.625  0.565  2.537
H  0.292  -0.113  2.009
H  0.864  1.250  1.048
H  0.182  1.092  -0.971
H  2.481  -2.884  3.332
H  2.095  -1.246  3.943
H  0.968  -2.090  2.818

Computed properties:
charge = 0
frontier orbital gap = 9.105 eV
SMILES string = CNC[C@@H](CC(=O)O)OC
HOMO = -8.5474 eV

Atom charges from the natural (NBO) analysis, given in e for atoms 1 to 4: number 1, C, carries -0.4104; number 2, N, carries -0.6620; number 3, C, carries -0.2291; number 4, C, carries 0.1142



#C
# C6H13NO3

One molecule with the formula C6H13NO3 (ωB97M-V/def2-TZVPD, the OMol25 dataset).

Atoms and positions in Å:
C  0.678  0.186  -4.150
C  0.190  1.582  -3.777
C  -1.287  1.846  -4.125
N  -1.715  2.703  -3.025
C  -2.850  3.578  -3.244
C  -4.175  2.822  -3.333
O  -4.387  1.990  -2.206
C  0.226  1.848  -2.279
O  1.010  2.574  -1.709
O  -0.685  0.914  -1.333
H  0.063  -0.593  -3.676
H  0.617  0.051  -5.238
H  1.715  0.033  -3.822
H  0.808  2.355  -4.251
H  -1.338  2.378  -5.084
H  -1.875  0.909  -4.143
H  -1.996  1.964  -2.079
H  -2.891  4.281  -2.398
H  -2.712  4.164  -4.166
H  -4.995  3.548  -3.456
H  -4.164  2.150  -4.203
H  -4.540  2.540  -1.432
H  -0.938  0.104  -1.793

Computed properties:
charge = 0
frontier orbital gap = 9.648 eV
SMILES string = C[C@@H](CNCCO)C(=O)O
HOMO = -8.9235 eV

Atom charges from the natural (NBO) analysis, given in e for atoms 1 to 4: number 1, C, carries -0.6032; number 2, C, carries -0.3444; number 3, C, carries -0.2241; number 4, N, carries -0.6832



Stability summary: most stable #B, least stable #A.



#A
# C3H6O3

A 2-piece molecular cluster, C3H6O3 overall (ωB97M-V/def2-TZVPD, the OMol25 dataset).

Atoms and positions in Å:
O  0.136  1.614  -0.043
C  0.079  0.472  0.349
C  1.311  -0.348  0.499
C  2.384  0.245  -0.353
O  3.489  -0.273  -0.465
H  -0.981  0.045  0.599
H  1.616  -0.136  1.567
H  1.186  -1.421  0.269
H  2.119  1.167  -0.848
O  -3.699  -0.118  -0.261
H  -4.519  -0.684  -0.419
H  -3.122  -0.563  -0.894

Computed properties:
charge = 0
frontier orbital gap = 10.180 eV
SMILES string = O=CCC=O.O
HOMO = -9.7527 eV

Atom charges from the natural (NBO) analysis, given in e for atoms 1 to 4: number 1, O, carries -0.5233; number 2, C, carries 0.4274; number 3, C, carries -0.6375; number 4, C, carries 0.4262



#B
# C3H6O3

One molecule with the formula C3H6O3 (ωB97M-V/def2-TZVPD, the OMol25 dataset).

Atoms and positions in Å:
O  -1.521  1.422  0.517
C  -0.330  1.228  0.427
C  0.214  0.301  -0.647
O  -0.813  -0.066  -1.527
C  0.773  -0.926  0.095
O  0.197  -1.059  1.389
H  0.388  1.668  1.139
H  1.020  0.810  -1.194
H  -1.612  0.391  -1.214
H  0.595  -1.809  -0.540
H  1.850  -0.824  0.263
H  -0.762  -1.137  1.291

Computed properties:
charge = 0
frontier orbital gap = 11.181 eV
SMILES string = O=C[C@H](O)CO
HOMO = -10.3361 eV

Atom charges from the natural (NBO) analysis, given in e for atoms 1 to 4: number 1, O, carries -0.5464; number 2, C, carries 0.4348; number 3, C, carries -0.0478; number 4, O, carries -0.7123



Stability summary: most stable #B, least stable #A.



#A
# C3H6O3

One molecule with the formula C3H6O3 (ωB97M-V/def2-TZVPD, the OMol25 dataset).

Atoms and positions in Å:
C  1.449  -0.935  0.955
O  0.928  -0.002  -0.108
C  -0.427  -0.278  -0.166
O  -0.992  -1.170  0.461
C  -1.350  0.734  -0.876
O  -0.629  1.857  -1.484
H  0.641  -1.027  1.757
H  2.385  -0.321  1.272
H  1.759  -1.995  0.606
H  -1.980  1.004  0.117
H  -1.980  0.148  -1.583
H  0.196  1.985  -0.951

Computed properties:
charge = 0
frontier orbital gap = 11.205 eV
SMILES string = COC(=O)CO
HOMO = -10.4640 eV

Atom charges from the natural (NBO) analysis, given in e for atoms 1 to 4: number 1, C, carries -0.2955; number 2, O, carries -0.5244; number 3, C, carries 0.7545; number 4, O, carries -0.6063



#B
# C3H6O3

One molecule with the formula C3H6O3 (ωB97M-V/def2-TZVPD, the OMol25 dataset).

Atoms and positions in Å:
O  -1.296  0.787  -0.204
C  -1.189  -0.461  0.382
C  0.287  -0.570  0.121
O  0.422  -0.151  -1.562
C  0.947  0.613  0.807
O  1.979  1.072  0.370
H  -0.442  0.484  -1.394
H  -1.770  -1.280  -0.079
H  -1.453  -0.492  1.473
H  0.862  -1.472  -0.021
H  1.204  0.444  -1.599
H  0.449  1.026  1.706

Computed properties:
charge = 0
frontier orbital gap = 9.138 eV
HOMO = -9.2164 eV

Atom charges from the natural (NBO) analysis, given in e for atoms 1 to 4: number 1, O, carries -0.8263; number 2, C, carries -0.1197; number 3, C, carries 0.0448; number 4, O, carries -0.7319



#C
# C3H6O3

One molecule with the formula C3H6O3 (ωB97M-V/def2-TZVPD, the OMol25 dataset).

Atoms and positions in Å:
C  1.806  -0.339  -0.229
O  0.652  -0.526  0.582
C  -0.440  0.166  0.167
O  -0.172  1.506  -0.023
C  -1.751  -0.329  0.548
O  -1.260  -0.400  -0.818
H  1.572  -0.516  -1.286
H  2.211  0.669  -0.105
H  2.535  -1.077  0.110
H  -0.753  1.798  -0.738
H  -1.843  -1.294  1.040
H  -2.560  0.381  0.714

Computed properties:
charge = 0
frontier orbital gap = 11.261 eV
SMILES string = CO[C@]1(O)CO1
HOMO = -10.3684 eV

Atom charges from the natural (NBO) analysis, given in e for atoms 1 to 4: number 1, C, carries -0.2624; number 2, O, carries -0.5075; number 3, C, carries 0.7038; number 4, O, carries -0.7069



#D
# C3H6O3

A 2-piece molecular cluster, C3H6O3 overall (ωB97M-V/def2-TZVPD, the OMol25 dataset).

Atoms and positions in Å:
O  -0.034  -0.906  1.650
C  0.123  -0.585  0.500
C  1.208  0.341  -0.013
O  2.314  -0.514  -0.250
H  -0.456  -1.064  -0.327
H  0.924  0.777  -0.974
H  1.430  1.146  0.698
H  2.572  -0.870  0.611
C  -2.032  0.417  -0.477
O  -1.478  1.330  0.088
H  -2.569  -0.381  0.072
H  -2.003  0.310  -1.579

Computed properties:
charge = 0
frontier orbital gap = 10.328 eV
SMILES string = O=CCO.C=O
HOMO = -9.9200 eV

Atom charges from the natural (NBO) analysis, given in e for atoms 1 to 4: number 1, O, carries -0.5196; number 2, C, carries 0.4322; number 3, C, carries -0.1661; number 4, O, carries -0.6932



Stability summary: most stable #A, least stable #B.



#A
# C3H6O3

One molecule with the formula C3H6O3 (ωB97M-V/def2-TZVPD, the OMol25 dataset).

Atoms and positions in Å:
O  1.702  -0.470  -0.647
C  0.593  -0.144  -0.287
C  -0.261  -1.041  0.548
O  0.328  -2.278  0.772
C  -0.038  1.247  -0.659
O  -1.240  1.573  -0.028
H  -0.592  -0.565  1.479
H  -1.118  -1.025  -0.228
H  1.205  -2.251  0.353
H  0.746  1.994  -0.478
H  -0.238  1.231  -1.735
H  -1.087  1.729  0.910

Computed properties:
charge = 0
frontier orbital gap = 10.528 eV
SMILES string = O=C(CO)CO
HOMO = -9.9777 eV

Atom charges from the natural (NBO) analysis, given in e for atoms 1 to 4: number 1, O, carries -0.5613; number 2, C, carries 0.5398; number 3, C, carries -0.1649; number 4, O, carries -0.7025



#B
# C3H6O3

C3H6O3 as an isolated structure (ωB97M-V/def2-TZVPD, the OMol25 dataset).

Atoms and positions in Å:
C  0.985  0.245  -0.560
C  -0.910  0.193  -0.992
C  0.497  -0.364  1.178
O  1.385  0.585  0.782
O  -0.687  0.279  1.673
O  0.588  -1.574  1.304
H  -1.074  -0.390  2.266
H  1.182  1.127  -1.170
H  1.534  -0.600  -0.980
H  -1.178  1.244  -0.969
H  -0.674  -0.257  -1.951
H  -1.649  -0.486  -0.580

Computed properties:
charge = 0
frontier orbital gap = 11.457 eV
HOMO = -10.6820 eV

Atom charges from the natural (NBO) analysis, given in e for atoms 1 to 4: number 1, C, carries -0.1276; number 2, C, carries -0.5726; number 3, C, carries 0.9731; number 4, O, carries -0.4829



Stability summary: most stable #A, least stable #B.